{"formula": "C29H65Br8N7O7", "method": "the ωB97M-V functional and the def2-TZVPD basis", "total_charge": 0, "homo_lumo_gap_ha": 0.3318, "smiles": "CN(C)C=O.CN(C)C=O.CN(C)C=O.CN(C)C=O.CN(C)C=O.CN(C)C=O.CN(C)C=O.BrCCBr.BrCCBr.BrCCBr.BrCCBr", "homo_ev": -9.1777, "species": ["Br", "C", "C", "Br", "H", "H", "H", "H", "Br", "C", "C", "Br", "H", "H", "H", "H", "Br", "C", "C", "Br", "H", "H", "H", "H", "Br", "C", "C", "Br", "H", "H", "H", "H", "C", "O", "N", "C", "C", "H", "H", "H", "H", "H", "H", "H", "C", "O", "N", "C", "C", "H", "H", "H", "H", "H", "H", "H", "C", "O", "N", "C", "C", "H", "H", "H", "H", "H", "H", "H", "C", "O", "N", "C", "C", "H", "H", "H", "H", "H", "H", "H", "C", "O", "N", "C", "C", "H", "H", "H", "H", "H", "H", "H", "C", "O", "N", "C", "C", "H", "H", "H", "H", "H", "H", "H", "C", "O", "N", "C", "C", "H", "H", "H", "H", "H", "H", "H"], "positions_angstrom": [[15.926300, 18.403480, 15.709630], [14.590970, 19.622360, 14.742680], [14.584950, 19.372800, 13.267470], [13.919940, 17.466390, 12.887960], [14.968580, 20.637450, 14.865620], [13.611050, 19.612800, 15.219930], [15.479200, 19.597170, 12.686040], [13.878530, 20.066140, 12.811030], [15.548110, 27.176390, 20.029760], [16.772930, 28.639940, 20.342590], [17.221270, 29.238380, 19.014260], [18.549510, 30.754180, 19.220150], [17.589910, 28.194570, 20.910280], [16.349950, 29.405130, 20.993490], [16.371930, 29.630930, 18.455120], [17.659960, 28.529180, 18.312350], [20.651380, 27.228420, 6.048900], [18.856720, 27.125500, 5.214250], [17.960440, 26.480810, 6.293120], [18.623400, 24.587230, 6.579330], [19.031980, 26.386320, 4.432580], [18.545580, 28.096550, 4.829080], [16.933360, 26.334790, 5.958630], [17.760090, 26.998480, 7.231190], [27.662030, 32.143500, 2.438960], [27.102160, 31.294740, 4.220720], [28.291700, 31.238290, 5.169660], [27.704980, 30.237150, 6.861100], [26.831120, 30.253310, 4.047390], [26.254660, 31.829560, 4.649450], [28.756310, 32.180210, 5.461250], [29.093370, 30.710110, 4.653460], [24.978150, 29.522920, 21.503320], [25.473370, 29.498140, 20.352750], [24.201440, 28.541680, 22.017310], [23.421720, 28.714140, 23.231870], [23.999990, 27.244350, 21.241310], [24.947220, 30.343490, 22.236730], [22.505170, 29.273020, 23.042980], [23.899770, 29.343460, 23.982550], [23.171660, 27.731240, 23.631230], [24.698900, 27.005260, 20.439770], [24.247550, 26.480430, 21.978350], [22.978640, 27.167340, 20.868470], [21.371730, 25.808730, 13.732880], [20.130110, 25.986260, 13.593250], [22.230760, 26.799340, 13.443960], [23.670230, 26.671580, 13.594130], [21.908240, 28.069040, 12.951520], [21.830880, 24.863390, 14.061070], [24.020560, 25.642670, 13.676110], [23.939850, 27.284080, 14.454500], [24.326210, 27.137640, 12.858880], [20.951890, 28.184720, 12.441510], [21.943790, 28.814730, 13.745740], [22.656420, 28.396460, 12.229630], [22.559500, 15.527080, 14.611520], [23.065490, 14.475850, 15.126590], [21.802340, 15.520480, 13.489190], [21.578660, 16.795780, 12.819810], [21.343580, 14.335690, 12.778940], [22.670190, 16.490110, 15.133550], [21.897540, 17.727710, 13.286650], [20.512490, 16.931030, 12.637910], [22.097140, 16.880850, 11.864800], [20.305160, 14.390190, 12.452130], [21.980270, 14.156300, 11.912600], [21.524550, 13.450110, 13.388130], [22.122090, 35.778430, 14.170120], [21.082740, 36.029850, 13.548350], [23.161510, 35.228080, 13.593010], [24.230990, 34.737000, 14.472210], [23.367720, 35.145570, 12.142840], [22.334480, 36.082280, 15.206830], [24.337470, 33.657060, 14.369800], [24.238520, 34.878620, 15.552940], [25.167890, 35.170210, 14.121990], [22.492220, 35.115640, 11.494220], [23.878910, 36.064460, 11.855720], [23.900700, 34.242790, 11.844510], [28.311650, 20.709050, 18.166440], [27.660350, 20.862020, 17.176060], [29.366080, 21.497810, 18.545350], [30.079100, 21.176920, 19.698250], [29.924810, 22.645560, 17.822290], [28.088680, 19.934530, 18.916500], [29.649270, 20.274870, 20.133760], [29.906930, 21.907590, 20.488550], [31.095740, 20.885280, 19.434660], [29.326420, 22.859410, 16.936680], [29.849980, 23.526610, 18.459660], [30.968150, 22.567500, 17.516590], [27.531480, 18.949680, 8.516700], [28.397890, 18.152590, 8.838090], [27.361260, 20.269950, 8.824560], [26.311470, 21.130700, 8.184610], [28.156490, 21.021220, 9.833270], [26.820210, 18.641080, 7.734990], [25.658030, 21.486740, 8.981070], [25.694870, 20.572210, 7.480340], [26.662850, 22.050450, 7.716960], [29.078130, 20.439870, 9.806780], [28.533130, 22.013960, 9.586900], [27.812820, 21.141410, 10.860670], [33.899950, 28.761450, 16.793460], [34.821530, 28.363660, 17.481550], [32.658570, 29.253060, 17.163720], [31.501240, 29.420710, 16.237130], [32.463390, 29.355150, 18.675900], [34.114160, 28.967920, 15.733420], [31.013820, 30.351220, 16.528110], [30.853340, 28.560960, 16.407920], [31.777530, 29.344970, 15.185450], [31.847980, 28.548040, 19.073320], [33.365160, 29.526780, 19.263660], [31.834300, 30.238340, 18.786910]], "forces_ev_per_a": [[-1.2110, 1.0562, -0.6414], [1.3701, 0.0329, 0.2604], [-1.0571, -0.8814, -0.5674], [0.5730, 1.6179, 0.0261], [0.2827, -0.0750, 0.2788], [0.2203, -0.6709, -0.0516], [0.3923, -0.7418, 0.5917], [-0.5596, -0.3342, 0.0999], [-0.1746, 0.1797, -0.0409], [1.0443, 0.4418, 0.1081], [-0.0347, 0.2543, -0.4295], [-0.9237, -1.0705, 0.0455], [0.0888, 0.0661, -0.2837], [-0.4087, -0.1940, -0.2291], [0.0435, 0.3911, 0.3384], [0.3721, -0.0745, 0.4895], [-0.1652, 0.6460, -0.4014], [0.4323, -1.1407, 1.3983], [-0.6217, -0.7225, -0.7778], [-0.6366, 1.1980, 0.1417], [-0.3265, 0.3683, -0.1262], [0.0525, -0.1235, 0.2870], [0.1401, -0.2012, -0.6398], [1.1322, -0.0249, 0.1219], [-0.4916, -0.6903, 1.5691], [0.5157, 0.0299, 0.1431], [0.1795, -0.1322, -0.1255], [0.5760, 0.8138, -1.4140], [-0.1885, 0.2897, -0.5282], [0.1547, 0.1748, -0.4176], [-0.6454, 0.0620, 0.2766], [-0.1029, -0.5489, 0.4985], [-0.5497, -0.6140, -2.1333], [-0.6068, 0.3511, 2.8346], [0.5045, -1.4581, -1.5737], [-0.2707, 0.3141, -0.2250], [0.3979, 0.6168, 1.4556], [0.7778, 0.5091, -0.4191], [-0.3800, -0.3002, -0.2806], [0.5805, -0.3630, -0.0049], [0.0902, 0.1863, 0.1571], [0.0553, 1.0994, -0.0378], [-0.6317, -0.3023, 0.0562], [0.0348, -0.0374, 0.1539], [-3.3710, 1.2473, -0.9005], [2.8154, -0.9578, 0.6059], [1.9284, -1.4554, -0.6308], [0.5939, -0.0217, 1.0796], [-0.9139, 2.1317, -0.6986], [-0.0653, 0.1729, 0.0081], [-0.2906, 0.0227, 0.3793], [0.2521, -0.4586, 0.6166], [-0.7989, -0.0798, -0.9225], [-0.1285, -0.5683, 0.3273], [-0.1306, 0.1463, 0.2223], [0.1001, -0.1815, -0.0765], [1.2481, -4.1502, 1.5815], [-1.5928, 3.1247, -1.5039], [0.0539, 1.5776, 0.1894], [-0.6575, 0.3687, -0.6934], [1.1639, -0.4932, 0.1887], [0.0294, 0.0383, -0.5085], [0.1934, -0.5449, 0.9920], [-0.0971, -0.0705, -0.1677], [-0.0102, -0.5644, -0.2891], [0.0264, 0.2758, 0.2496], [-0.0708, 0.2084, -0.3380], [-0.2902, 0.2272, 0.3086], [-2.7457, 1.3205, -1.2828], [0.8426, 0.0941, 1.1808], [1.7605, -1.4204, 0.5988], [1.2828, -0.4720, -1.2431], [-0.1104, 0.1693, -0.0962], [-0.4852, -0.2685, 0.1682], [-0.0642, -0.1503, -0.2238], [-1.0469, 0.6825, -0.1770], [0.2269, -0.0236, 0.0187], [-0.5699, 0.1078, 0.8771], [0.4638, -0.2137, -0.2312], [0.4457, 0.1722, 0.4123], [0.7733, 0.8930, 0.3923], [-0.7081, 0.0686, -1.0889], [-0.1437, 0.4032, -1.4132], [-0.0242, -1.4499, 1.5590], [-1.2616, 0.1609, -0.2962], [0.1102, -0.0989, 0.0194], [-0.0407, -0.2306, -0.0133], [0.8832, 0.3994, -0.0203], [0.3672, 0.6119, 0.5248], [-0.0246, -0.2250, 0.0180], [0.0341, 0.0616, 0.1513], [0.0329, -0.5828, 0.1602], [0.5567, -0.1527, -1.1322], [-0.4456, 1.1115, 0.7153], [-0.7446, 2.5270, 0.4504], [-0.1270, -0.9766, 0.9416], [1.6614, -1.4629, -0.6647], [-0.3923, 0.1457, 0.0997], [-0.2134, -0.1157, 0.0821], [0.2152, -0.0931, -0.0074], [0.6843, -0.3520, -0.1818], [0.1945, -0.0694, 0.8240], [-0.6982, 0.1223, -0.9863], [-0.6925, -0.6852, -0.1426], [-0.0588, 1.2599, -0.7646], [-1.0351, 0.0438, 0.4247], [1.7188, -0.8174, 1.6643], [0.9599, -0.7965, 1.5126], [-1.4364, 0.6774, -1.7162], [-0.4342, -0.4193, -0.3921], [-0.1541, -0.0670, -0.4678], [-0.4561, 0.1889, 0.0532], [0.3832, 0.4765, 0.1788], [0.3654, -0.3512, -0.0410], [0.1369, -0.3897, -0.6360], [0.0023, 0.1934, 0.1885]], "mulliken_charge": [-0.14, -0.60, -0.62, -0.15, 0.36, 0.39, 0.39, 0.37, -0.14, -0.49, -0.67, -0.18, 0.34, 0.36, 0.38, 0.41, -0.13, -0.57, -0.60, -0.11, 0.34, 0.37, 0.33, 0.37, -0.18, -0.59, -0.62, -0.17, 0.38, 0.39, 0.40, 0.38, 0.14, -0.63, 0.07, -0.82, -0.89, 0.27, 0.32, 0.32, 0.27, 0.29, 0.35, 0.31, 0.21, -0.63, 0.12, -0.92, -0.96, 0.27, 0.28, 0.36, 0.30, 0.31, 0.34, 0.31, 0.17, -0.62, 0.12, -0.95, -0.92, 0.31, 0.32, 0.31, 0.33, 0.30, 0.33, 0.31, 0.16, -0.62, 0.10, -0.96, -0.91, 0.29, 0.31, 0.32, 0.35, 0.31, 0.32, 0.32, 0.19, -0.55, 0.09, -1.01, -0.88, 0.27, 0.30, 0.34, 0.34, 0.29, 0.32, 0.30, 0.21, -0.56, 0.08, -0.87, -0.96, 0.24, 0.33, 0.28, 0.30, 0.32, 0.33, 0.30, 0.07, -0.55, 0.08, -0.77, -0.89, 0.30, 0.26, 0.31, 0.28, 0.30, 0.29, 0.32]}